Entry 1:
A cluster of 11 separate species, C84H185N11O11 in total. Source: the OMol25 dataset; level of theory: ωB97M-V/def2-TZVPD.

Structure (XYZ):
```
291
Properties=species:S:1:pos:R:3
C 2.591 -0.491 -0.135
C 1.307 -1.259 -0.023
C 0.186 -0.508 0.696
O 0.610 -0.245 2.046
C 0.435 -1.184 3.058
N 0.789 -1.850 -1.203
H 3.361 -1.126 -0.572
H 2.879 -0.118 0.848
H 2.509 0.373 -0.795
H 1.576 -2.108 0.606
H -0.834 -0.878 0.593
H 0.036 0.450 0.199
H 1.047 -1.051 3.950
H 0.539 -2.180 2.627
H -0.615 -1.102 3.340
H 1.431 -2.513 -1.616
H 0.195 -2.587 -0.852
C -4.157 0.368 11.910
C -3.722 0.847 10.447
C -4.259 2.236 10.039
O -3.805 3.221 10.950
C -4.667 4.341 10.943
N -2.315 0.934 10.435
H -5.233 0.219 11.998
H -3.921 1.119 12.663
H -3.643 -0.555 12.180
H -4.041 0.147 9.675
H -5.347 2.168 10.022
H -3.992 2.517 9.020
H -5.662 4.062 11.289
H -4.687 4.958 10.045
H -4.266 5.091 11.625
H -1.951 0.672 11.341
H -2.205 1.925 10.598
C 5.876 -7.589 -5.634
C 5.606 -6.129 -5.241
C 6.384 -5.083 -6.120
O 7.706 -5.595 -6.362
C 8.452 -4.584 -6.926
N 4.145 -6.114 -5.376
H 5.238 -8.220 -5.015
H 6.914 -7.861 -5.439
H 5.527 -7.803 -6.644
H 5.889 -6.056 -4.190
H 6.440 -4.075 -5.709
H 5.768 -5.025 -7.017
H 8.781 -3.893 -6.150
H 7.913 -4.037 -7.700
H 9.295 -5.034 -7.451
H 3.862 -6.330 -6.321
H 3.719 -6.678 -4.654
C -9.364 -1.429 4.354
C -9.429 -0.419 3.177
C -9.644 -1.202 1.864
C -11.081 -1.728 1.782
C -12.101 -0.569 1.802
C -11.954 0.305 3.091
N -10.488 0.576 3.377
O -10.330 1.354 4.496
C -12.696 1.636 2.793
C -12.630 -0.395 4.301
C -8.098 0.209 2.915
H -8.400 -1.938 4.350
H -10.197 -2.129 4.420
H -9.258 -0.905 5.303
H -9.496 -0.529 1.020
H -9.017 -2.082 1.720
H -11.209 -2.431 2.605
H -11.204 -2.321 0.876
H -13.122 -0.939 1.720
H -11.950 0.048 0.916
H -12.504 2.325 3.615
H -12.445 2.157 1.869
H -13.770 1.537 2.638
H -13.405 -1.006 3.838
H -11.915 -1.060 4.787
H -13.093 0.200 5.088
H -7.279 -0.497 2.775
H -7.810 0.768 3.805
H -8.158 0.815 2.011
H -9.876 2.109 4.113
C 2.482 8.714 6.882
C 2.959 7.517 7.719
C 2.510 6.259 7.020
C 3.300 5.930 5.749
C 4.796 5.807 6.073
C 5.356 7.001 6.836
N 4.426 7.541 7.836
O 4.961 8.574 8.567
C 6.622 6.404 7.490
C 5.773 8.070 5.892
C 2.330 7.522 9.149
H 2.899 9.658 7.235
H 1.394 8.760 6.851
H 2.851 8.654 5.858
H 2.776 5.420 7.664
H 1.451 6.216 6.765
H 3.028 6.755 5.090
H 3.002 4.990 5.285
H 5.131 5.650 5.047
H 4.919 4.868 6.612
H 7.273 7.238 7.753
H 6.402 5.900 8.431
H 7.143 5.621 6.938
H 6.446 8.767 6.391
H 6.193 7.642 4.981
H 4.943 8.665 5.509
H 1.250 7.399 9.076
H 2.565 8.410 9.736
H 2.761 6.738 9.773
H 4.869 9.313 7.961
C 3.834 2.980 -13.460
C 2.656 2.689 -12.506
C 2.072 1.451 -13.120
C 0.947 0.868 -12.269
C 1.505 0.586 -10.837
C 2.283 1.802 -10.122
N 3.124 2.454 -11.153
O 3.998 3.431 -10.655
C 1.235 2.768 -9.464
C 3.013 1.194 -8.902
C 1.643 3.894 -12.404
H 3.630 2.893 -14.527
H 4.582 2.192 -13.372
H 4.386 3.918 -13.396
H 1.690 1.694 -14.112
H 2.890 0.746 -13.269
H 0.496 -0.018 -12.716
H 0.103 1.558 -12.280
H 2.154 -0.290 -10.842
H 0.656 0.301 -10.216
H 0.407 2.896 -10.161
H 0.774 2.323 -8.582
H 1.689 3.697 -9.118
H 3.510 1.974 -8.326
H 2.357 0.693 -8.191
H 3.810 0.491 -9.141
H 0.703 3.739 -11.874
H 1.402 4.282 -13.394
H 2.085 4.783 -11.953
H 4.860 3.109 -10.928
C 8.790 -5.904 1.396
C 9.704 -5.220 2.486
C 9.141 -3.830 2.722
C 7.841 -3.721 3.551
C 8.093 -4.543 4.773
C 8.522 -6.052 4.614
N 9.673 -6.068 3.732
O 10.182 -7.369 3.618
C 9.010 -6.573 6.010
C 7.195 -6.839 4.233
C 11.095 -5.106 1.880
H 7.761 -6.136 1.670
H 9.279 -6.748 0.910
H 8.691 -5.184 0.584
H 9.942 -3.233 3.158
H 8.984 -3.294 1.786
H 6.930 -4.041 3.046
H 7.558 -2.696 3.794
H 7.126 -4.540 5.276
H 8.705 -4.045 5.525
H 8.137 -6.522 6.660
H 9.383 -7.595 6.076
H 9.792 -5.910 6.381
H 6.596 -6.453 3.408
H 7.521 -7.825 3.902
H 6.518 -7.032 5.066
H 11.836 -4.598 2.497
H 11.020 -4.476 0.994
H 11.321 -6.141 1.621
H 11.070 -7.360 3.983
C -4.807 -5.130 -5.039
C -5.730 -5.151 -6.273
C -4.854 -4.576 -7.435
C -3.911 -5.605 -8.035
C -4.502 -6.991 -8.348
C -5.366 -7.594 -7.222
N -6.270 -6.520 -6.696
O -7.087 -7.062 -5.788
C -6.229 -8.792 -7.848
C -4.368 -8.240 -6.169
C -6.978 -4.252 -6.026
H -3.832 -5.605 -5.148
H -5.235 -5.669 -4.194
H -4.632 -4.115 -4.685
H -5.547 -4.152 -8.162
H -4.301 -3.715 -7.062
H -3.124 -5.726 -7.292
H -3.401 -5.154 -8.886
H -3.688 -7.675 -8.588
H -5.159 -6.969 -9.217
H -5.502 -9.509 -8.229
H -6.920 -9.166 -7.093
H -6.870 -8.347 -8.609
H -4.945 -8.299 -5.246
H -4.093 -9.225 -6.548
H -3.513 -7.600 -5.955
H -7.620 -4.636 -5.233
H -7.576 -4.214 -6.936
H -6.642 -3.240 -5.798
H -7.923 -6.713 -6.107
C -9.798 6.069 -5.741
C -9.575 4.543 -5.490
C -9.359 3.790 -6.842
C -8.039 4.093 -7.532
C -6.901 3.838 -6.537
C -7.058 4.589 -5.209
N -8.342 4.244 -4.661
O -8.518 4.536 -3.262
C -5.969 4.045 -4.222
C -6.757 6.107 -5.380
C -10.834 3.879 -4.941
H -9.176 6.377 -6.581
H -9.440 6.656 -4.895
H -10.830 6.293 -6.014
H -9.305 2.711 -6.696
H -10.179 4.078 -7.500
H -8.037 5.059 -8.038
H -7.892 3.413 -8.371
H -6.008 4.235 -7.019
H -6.654 2.786 -6.398
H -4.933 4.021 -4.562
H -6.031 4.588 -3.280
H -6.170 3.007 -3.957
H -6.964 6.470 -6.387
H -7.247 6.713 -4.617
H -5.763 6.504 -5.173
H -11.690 4.051 -5.594
H -11.121 4.306 -3.980
H -10.845 2.789 -4.938
H -8.877 3.755 -2.836
C 5.158 9.681 -4.281
C 6.513 9.191 -3.729
C 7.582 9.420 -4.789
C 8.189 10.822 -4.747
C 8.696 11.189 -3.319
C 7.600 11.044 -2.275
N 6.851 9.767 -2.378
O 5.785 9.656 -1.496
C 8.436 11.125 -1.007
C 6.590 12.210 -2.283
C 6.459 7.636 -3.449
H 4.986 9.161 -5.224
H 5.070 10.767 -4.305
H 4.363 9.216 -3.697
H 8.373 8.675 -4.709
H 7.202 9.394 -5.810
H 7.379 11.543 -4.857
H 8.872 11.032 -5.570
H 9.111 12.197 -3.342
H 9.538 10.548 -3.059
H 8.857 10.169 -0.696
H 9.281 11.797 -1.156
H 7.902 11.551 -0.158
H 6.827 12.799 -3.168
H 5.526 11.983 -2.216
H 6.593 12.830 -1.386
H 7.303 7.221 -2.899
H 6.292 7.173 -4.421
H 5.629 7.494 -2.757
H 5.952 8.881 -0.955
C 1.365 -11.503 9.286
C 0.650 -10.390 10.087
C 1.827 -9.455 10.517
C 1.431 -8.087 11.050
C 0.474 -7.427 10.079
C -0.784 -8.323 9.637
N -0.205 -9.628 9.182
O -1.230 -10.419 8.801
C -1.822 -8.464 10.821
C -1.450 -7.650 8.459
C -0.060 -11.098 11.250
H 1.991 -11.192 8.449
H 0.709 -12.319 8.985
H 2.112 -12.034 9.877
H 2.268 -9.972 11.370
H 2.614 -9.385 9.767
H 2.354 -7.541 11.242
H 1.085 -8.269 12.067
H 0.983 -6.928 9.255
H 0.047 -6.594 10.639
H -2.442 -9.348 10.670
H -1.304 -8.561 11.776
H -2.351 -7.514 10.891
H -0.851 -7.698 7.550
H -2.480 -7.936 8.245
H -1.541 -6.570 8.578
H -1.104 -11.316 11.026
H -0.099 -10.381 12.070
H 0.521 -11.971 11.548
H -1.168 -10.405 7.844
```

Its calculated total energy is -4740.794119 Ha. The value obtained for the energy above the lowest of the compared OMol25 structures with the same formula, charge and spin is 180.2 kcal/mol. As for the structure (SMILES): CC1(C)CCCC(C)(C)N1O.CC1(C)CCCC(C)(C)N1O.CC1(C)CCCC(C)(C)N1O.CC1(C)CCCC(C)(C)N1O.CC1(C)CCCC(C)(C)N1O.CC1(C)CCCC(C)(C)N1O.CC1(C)CCCC(C)(C)N1O.CC1(C)CCCC(C)(C)N1O.COC[C@H](C)N.COC[C@H](C)N.COC[C@H](C)N.



Entry 2:
A cluster of 2 separate species, C2H2NO3S in total. Source: the OMol25 dataset; level of theory: ωB97M-V/def2-TZVPD.

Structure (XYZ):
```
9
Properties=species:S:1:pos:R:3
C -0.990 0.272 -1.387
C -0.045 0.713 -0.406
N 0.902 -0.919 1.439
O -1.328 -0.389 -2.234
O 2.033 -0.616 1.896
O 0.252 -1.987 1.694
S -1.721 1.642 -0.591
H 0.181 0.013 0.508
H 0.715 1.270 -0.918
```

Its calculated total energy is -755.981744 Ha. The value obtained for the energy above the lowest of the compared OMol25 structures with the same formula, charge and spin is 99.3 kcal/mol. The net charge is -1.



Entry 3:
An isolated molecule of C5H4O2. Source: the OMol25 dataset; level of theory: ωB97M-V/def2-TZVPD.

Structure (XYZ):
```
11
Properties=species:S:1:pos:R:3
C 0.292 -2.080 -0.363
C -0.188 -0.817 -0.282
C 1.001 1.186 -0.607
C -1.125 -0.200 0.601
C -1.832 0.363 1.428
H -0.234 -2.774 0.190
H 1.116 -2.374 -0.975
H 1.388 1.906 -1.321
H -2.456 0.736 2.298
O 0.389 0.132 -1.183
O 1.022 1.341 0.577
```

Its calculated total energy is -343.293819 Ha. The value obtained for the energy above the lowest of the compared OMol25 structures with the same formula, charge and spin is 61.8 kcal/mol. As for the structure (SMILES): C#CC(=C)OC=O.



Entry 4:
A cluster of 6 separate species, C27H64O14 in total. Source: the OMol25 dataset; level of theory: ωB97M-V/def2-TZVPD.

Structure (XYZ):
```
105
Properties=species:S:1:pos:R:3
C 3.125 -0.480 0.767
C 2.253 0.505 1.553
C 1.824 1.711 0.703
O 0.459 2.027 0.938
C -0.336 1.903 -0.195
O -1.573 2.526 0.009
C -2.356 1.917 0.953
O -2.188 2.027 2.156
O -3.301 1.183 0.339
C -4.436 0.868 1.149
C -5.208 -0.260 0.494
H 2.720 -0.601 -0.231
H 3.161 -1.446 1.252
H 4.131 -0.087 0.665
H 2.773 0.848 2.437
H 1.334 0.008 1.846
H 2.400 2.571 1.034
H 2.024 1.523 -0.347
H 0.121 2.402 -1.047
H -0.491 0.853 -0.459
H -4.137 0.561 2.142
H -5.079 1.737 1.238
H -5.831 -0.723 1.252
H -4.521 -1.025 0.150
H -5.836 0.080 -0.318
C -6.318 5.137 -3.144
O -6.779 3.918 -2.591
C -6.808 2.850 -3.522
C -5.608 1.941 -3.377
O -4.398 2.598 -3.707
C -3.675 3.047 -2.571
H -6.117 5.816 -2.317
H -5.400 4.997 -3.719
H -7.084 5.583 -3.787
H -6.868 3.233 -4.545
H -7.716 2.270 -3.325
H -5.720 1.097 -4.066
H -5.560 1.542 -2.360
H -3.200 2.208 -2.062
H -4.319 3.579 -1.866
H -2.902 3.730 -2.922
C 6.243 4.963 1.623
O 7.389 4.676 0.843
C 7.820 3.328 0.947
C 7.374 2.499 -0.236
O 5.960 2.370 -0.286
C 5.346 3.246 -1.213
H 5.864 5.933 1.304
H 5.460 4.214 1.482
H 6.503 5.020 2.685
H 7.461 2.881 1.878
H 8.914 3.338 0.975
H 7.789 1.491 -0.137
H 7.753 2.926 -1.168
H 5.505 2.895 -2.238
H 5.720 4.268 -1.119
H 4.277 3.244 -1.004
C -1.100 -0.947 3.579
O -1.577 -2.092 4.266
C -1.684 -3.236 3.439
C -0.498 -4.162 3.598
O 0.704 -3.562 3.141
C 1.504 -3.034 4.183
H -0.835 -0.199 4.324
H -0.215 -1.179 2.981
H -1.878 -0.530 2.932
H -1.791 -2.944 2.389
H -2.592 -3.771 3.735
H -0.664 -5.059 2.993
H -0.401 -4.472 4.642
H 2.002 -3.839 4.733
H 0.916 -2.431 4.878
H 2.263 -2.402 3.725
C 9.910 0.306 -4.094
O 9.102 0.161 -2.940
C 7.846 -0.444 -3.212
C 7.836 -1.908 -2.835
O 8.727 -2.668 -3.634
C 9.957 -2.953 -2.994
H 10.918 0.547 -3.760
H 9.942 -0.613 -4.683
H 9.544 1.126 -4.721
H 7.581 -0.320 -4.266
H 7.094 0.079 -2.611
H 6.830 -2.306 -3.000
H 8.075 -2.025 -1.774
H 9.824 -3.729 -2.232
H 10.388 -2.063 -2.532
H 10.643 -3.324 -3.753
C -9.087 -3.198 2.869
O -7.904 -3.152 2.092
C -7.273 -4.414 1.951
C -7.572 -5.049 0.611
O -8.945 -5.373 0.472
C -9.674 -4.429 -0.292
H -9.612 -2.255 2.724
H -9.740 -4.018 2.563
H -8.846 -3.304 3.932
H -7.571 -5.085 2.762
H -6.194 -4.250 2.028
H -7.007 -5.982 0.530
H -7.250 -4.388 -0.199
H -9.441 -4.533 -1.357
H -9.465 -3.405 0.025
H -10.732 -4.635 -0.144
```

Its calculated total energy is -2120.243702 Ha. The value obtained for the energy above the lowest of the compared OMol25 structures with the same formula, charge and spin is 0.0 kcal/mol. As for the structure (SMILES): CCCOCOC(=O)OCC.COCCOC.COCCOC.COCCOC.COCCOC.COCCOC.



Entry 5:
An isolated molecule of C3H6N2O2. Source: the OMol25 dataset; level of theory: ωB97M-V/def2-TZVPD.

Structure (XYZ):
```
13
Properties=species:S:1:pos:R:3
N -1.375 -0.339 -1.270
C -0.654 -0.015 -0.089
O -1.547 0.291 0.963
C -0.599 -0.772 1.163
O 2.106 -0.615 0.821
C 1.856 0.369 0.160
N 0.628 0.714 -0.377
H -2.246 0.183 -1.357
H -0.780 -0.181 -2.068
H -0.932 -1.804 1.266
H 0.191 -0.464 1.834
H 2.653 1.115 -0.048
H 0.700 1.519 -0.998
```

Its calculated total energy is -377.858965 Ha. The value obtained for the energy above the lowest of the compared OMol25 structures with the same formula, charge and spin is 63.0 kcal/mol. As for the structure (SMILES): N[C@]1(NC=O)CO1.



HOMO readings, ordered: -7.99; -3.68; -9.41; -9.17; -9.58 eV